1.
C42H29BrClGeN3OPdS as an isolated structure in a non-equilibrium geometry. Source: the Open Molecules 2025 dataset; level of theory: ωB97M-V/def2-TZVPD.

Summary:
E_HOMO (spin up / spin down) = -0.110 / -2.362 eV
2S+1 = 5
charge = -2
Kohn-Sham gap (spin up / spin down) = 0.15273 / 0.23544 Eh

XYZ file:
```
80
Properties=species:S:1:pos:R:3:forces:R:3
C 0.005 4.157 0.061 -0.02 0.83 -0.46
C -4.114 0.413 2.709 0.17 -0.46 -0.43
O -0.214 1.560 1.366 0.55 0.55 0.83
H -2.009 -1.785 -2.459 -0.28 0.12 -0.05
H 2.288 -0.444 -5.917 -0.63 0.81 0.56
H -3.637 0.015 0.675 0.23 0.15 0.09
C 0.917 -2.986 1.986 -1.41 0.15 -1.61
C 1.698 -5.234 1.992 -0.06 -1.85 -0.64
C 2.701 0.268 -3.964 -0.40 1.14 1.87
Cl 3.687 3.023 5.563 -0.25 -0.34 -0.45
H 0.836 3.213 5.411 0.21 -0.58 -0.89
C -0.209 -3.358 1.202 0.44 -0.57 0.35
H 0.036 6.217 0.792 0.50 -0.79 -0.67
H 2.443 -6.000 2.279 -0.34 0.65 -0.11
Br 1.841 7.700 -1.046 0.17 1.03 0.15
C 2.977 1.947 3.088 1.73 -0.74 1.07
H 0.634 -6.722 0.863 -0.24 1.30 0.06
C -2.076 -1.302 3.363 0.43 -0.25 -0.44
C -2.818 -0.688 4.368 -0.76 0.20 0.13
C -2.926 1.897 -2.072 1.14 -1.53 2.10
H -4.562 0.539 4.774 0.04 0.13 0.40
C 4.246 0.993 -1.669 2.38 -0.97 -2.47
C -4.359 -4.501 -1.016 0.59 0.29 -0.96
H -0.783 2.504 3.595 0.53 -0.13 -0.05
C -2.350 -1.139 1.984 -0.55 1.23 0.80
C -0.146 -0.677 -0.372 -0.65 -0.51 0.17
H -4.874 -4.911 -3.093 -0.08 0.29 0.29
Pd 0.068 1.330 -0.709 -0.42 -1.01 0.43
C -3.582 -3.211 -2.852 0.05 -0.13 -1.01
N 0.736 0.761 -2.610 0.62 0.43 0.20
H -1.161 -5.031 0.185 -0.05 0.13 0.16
H -1.234 -1.915 3.660 0.01 -0.22 0.01
H 1.598 3.150 -2.778 -0.47 0.12 0.41
H -0.648 3.814 0.847 -0.03 -0.06 0.16
C 0.657 -5.635 1.152 -0.20 -0.74 0.79
C 2.104 1.624 2.029 0.31 1.02 0.24
Ge -1.353 -1.939 0.453 0.84 0.80 0.98
C -0.355 -4.714 0.842 0.82 0.18 -0.30
C 0.728 1.851 2.246 -1.73 -1.03 -1.85
H -2.695 -0.836 5.436 0.62 -0.36 -0.15
H -0.119 -0.060 -5.750 -0.91 -0.24 -0.06
C 0.410 5.493 0.023 -1.22 0.53 1.78
C -3.356 -0.179 1.708 0.12 -1.06 -0.36
C 0.392 3.292 -0.949 0.15 -0.22 0.04
C 1.831 0.038 -5.013 0.12 -1.23 -1.04
C -2.625 -2.823 -0.686 -0.87 0.14 -0.75
C 0.437 0.111 -4.858 1.32 -0.06 0.58
C -2.710 -2.506 -2.049 0.50 -0.33 0.79
C 1.188 2.712 4.476 -0.60 0.48 0.78
H 1.150 -1.937 2.065 -0.12 0.31 0.47
H -4.933 1.022 2.401 -0.44 0.54 -0.05
H -3.641 -2.973 -3.901 0.12 0.10 -0.30
S -4.011 2.311 -3.243 0.30 0.11 0.12
C 4.870 0.505 -2.888 -1.91 0.70 2.21
C 2.095 0.770 -2.739 -0.65 -1.23 -0.80
C 2.871 1.050 -1.589 -0.82 -0.06 0.95
C 2.718 1.332 0.750 1.03 -0.93 0.86
H 3.783 1.059 0.950 -0.48 0.38 -0.91
C 0.296 2.338 3.474 -0.14 0.88 1.39
C 1.215 5.940 -0.978 0.32 -0.24 -0.77
C 1.606 5.105 -1.998 -0.42 -0.96 0.03
H 5.933 0.465 -2.750 0.49 -0.34 -0.82
C -3.889 0.131 4.040 0.25 -0.03 -0.54
H 4.975 1.191 -0.895 -0.56 0.24 0.35
C -4.336 -4.273 -2.389 0.01 0.23 0.41
H 2.683 -3.656 2.917 0.84 0.45 0.72
N -2.239 1.455 -1.192 -1.06 1.40 -2.19
H -4.972 -5.300 -0.690 -0.51 -0.60 0.79
H -1.172 0.377 -3.407 1.20 0.16 0.07
H -3.567 -3.922 0.871 0.03 -0.21 0.64
C 1.814 -3.930 2.385 0.40 -0.12 0.12
C 4.103 0.093 -3.968 1.01 -0.13 -0.46
H 2.180 5.437 -2.833 0.48 0.38 -0.30
C 2.550 2.498 4.304 -0.10 -0.28 -1.02
N 2.165 1.247 -0.418 0.59 0.16 0.20
H 4.069 1.622 3.040 -1.42 0.79 -0.29
C -0.067 0.385 -3.585 -1.33 0.26 -1.75
C -3.529 -3.760 -0.184 -0.07 -0.04 -0.32
C 1.196 3.773 -1.968 0.50 0.55 -0.56
H 4.542 -0.379 -4.852 0.04 0.28 0.24
```
Forces are in eV/Å.

Calculated atomic charges, method Mulliken, unit e:
1 C 0.174
2 C -0.723
3 O -0.212
4 H 0.197
5 H 0.242
6 H 0.223
7 C -0.305
8 C -0.308
9 C 0.537
10 Cl -0.295
11 H 0.318
12 C -0.157
13 H 0.291
14 H 0.299
15 Br -0.277
16 C -0.857
17 H 0.263
18 C -0.007
19 C -0.800
20 C 0.184
21 H 0.395
22 C -1.298
23 C -0.618
24 H 0.395
25 C -0.038
26 C -0.836
27 H 0.352
28 Pd -0.752
29 C -0.305
30 N 0.902
31 H 0.286
32 H 0.320
33 H 0.331
34 H 0.509
35 C -0.594
36 C 0.757
37 Ge 2.530
38 C -0.420
39 C -0.010
40 H 0.330
41 H 0.427
42 C -0.556
43 C -0.314
44 C 0.255
45 C -0.676
46 C -0.136
47 C -1.228
48 C -0.493
49 C -0.397
50 H 0.406
51 H 0.421
52 H 0.390
53 S -0.511
54 C -0.746
55 C 0.133
56 C 1.048
57 C -0.413
58 H -0.037
59 C -0.437
60 C 0.213
61 C -0.931
62 H 0.389
63 C -0.399
64 H 0.342
65 C -0.543
66 H 0.423
67 N -0.212
68 H 0.395
69 H 0.165
70 H 0.462
71 C -0.680
72 C -1.133
73 H 0.451
74 C -0.041
75 N 1.124
76 H 0.178
77 C -0.258
78 C -0.329
79 C -0.074
80 H 0.291

2.
C42H30AuCl4N4O4S2 as an isolated structure. Source: the Open Molecules 2025 dataset; level of theory: ωB97M-V/def2-TZVPD.

Summary:
E_HOMO (spin up / spin down) = -10.056 / -10.671 eV
2S+1 = 3
charge = +1
Kohn-Sham gap (spin up / spin down) = 0.26942 / 0.21322 Eh

XYZ file:
```
87
Properties=species:S:1:pos:R:3:forces:R:3
C -1.681 0.283 -5.619 -0.06 0.02 0.00
C -1.425 5.318 -0.230 0.00 0.00 -0.01
C -2.727 1.282 -3.636 0.01 0.00 0.06
C -3.737 -1.306 -1.612 -0.05 -0.03 -0.01
S -2.138 -1.487 -0.860 0.16 0.04 0.14
Cl 0.572 -4.749 0.939 -0.01 0.03 0.03
H 5.586 2.506 3.279 0.00 0.01 0.00
C -4.846 -0.894 -0.884 0.00 0.02 -0.05
C 4.305 0.210 -4.435 0.01 -0.01 -0.01
H -5.137 -1.691 -4.658 -0.01 0.00 0.02
C -7.502 -0.888 -3.597 0.00 0.02 -0.01
Au 0.565 0.320 -0.368 0.37 -0.47 -0.26
C -1.837 2.998 0.295 0.01 -0.06 0.08
H -4.756 -0.701 0.179 -0.01 0.01 -0.03
H 0.230 -0.618 -5.336 -0.01 0.01 0.02
C 0.318 -3.422 1.982 0.04 0.01 -0.11
H -2.043 4.624 1.691 0.01 0.00 -0.01
Cl -0.347 0.256 4.588 -0.04 -0.03 0.04
C -2.202 1.980 1.226 0.05 0.15 -0.01
N 2.464 1.790 3.289 -0.09 0.01 -0.07
H -5.877 2.139 -5.740 0.01 0.00 0.01
C 5.599 2.248 -5.147 0.01 0.00 0.00
H -1.391 6.358 0.069 0.00 -0.01 -0.01
H -3.953 1.043 -6.815 0.00 0.01 0.02
C 3.082 1.820 0.625 -0.05 -0.08 -0.05
C 0.568 -2.113 1.439 0.06 -0.01 -0.09
O 0.992 -1.944 0.272 -0.17 0.04 0.13
S 0.816 -0.389 -2.603 -0.01 0.24 0.17
C -2.774 0.960 -5.012 0.01 -0.02 -0.09
Cl -0.868 -2.640 5.701 0.01 0.01 -0.02
C -6.056 -0.753 -1.538 -0.01 -0.02 0.03
H -3.851 2.121 -1.979 0.00 0.00 -0.03
C -0.100 -1.150 3.615 0.06 0.05 -0.12
H -6.929 -0.430 -0.983 0.01 0.00 -0.01
H -8.083 -1.808 -3.503 0.01 0.01 0.01
H 5.097 -0.406 -4.844 -0.02 0.02 0.01
H -2.961 -1.964 -3.503 -0.02 0.03 0.01
H 5.390 2.447 -6.200 0.00 0.00 0.01
H -1.734 0.050 -6.676 0.01 0.01 0.02
C -4.996 1.893 -5.161 -0.02 0.02 0.01
C -1.571 0.913 -2.874 0.04 0.00 0.02
N 2.319 1.673 -0.247 0.16 0.13 0.28
C -3.834 -1.612 -2.961 -0.04 -0.02 0.02
C -0.560 0.243 -3.510 -0.08 0.01 -0.11
C -0.326 -2.420 4.097 -0.01 -0.12 0.02
H -0.902 3.388 -2.972 -0.01 -0.01 0.02
C -3.854 1.901 -3.039 0.01 -0.02 0.01
C -1.099 4.961 -1.553 -0.01 0.02 0.01
C -1.569 1.256 -1.419 0.09 -0.01 -0.08
C -1.144 3.653 -1.949 0.00 0.03 -0.01
C -4.959 2.195 -3.783 -0.01 -0.01 -0.05
C -1.788 4.357 0.673 0.00 0.02 0.01
C 3.201 -0.400 -3.857 0.04 0.04 0.04
H 4.547 2.313 4.652 0.00 -0.01 0.01
C -3.929 1.288 -5.760 0.02 0.01 0.00
C -1.876 0.289 -0.463 -0.42 0.09 0.30
O 0.908 -1.828 -2.789 0.06 -0.03 -0.06
C 3.684 2.030 2.805 -0.04 0.03 -0.02
H 3.470 3.456 -3.980 -0.01 -0.03 0.00
N 4.001 2.006 1.514 -0.07 0.00 -0.05
C 2.282 1.794 -3.365 -0.01 0.02 0.01
C 4.413 1.596 -4.493 0.00 0.01 0.00
C 0.326 -0.950 2.289 0.00 0.07 0.02
H -2.450 2.267 2.241 -0.01 0.01 -0.03
H 1.717 1.427 2.697 0.09 -0.04 0.06
H 1.502 2.408 -2.927 0.03 -0.04 -0.01
C -1.510 2.643 -1.032 0.00 -0.08 0.01
C -6.176 -1.027 -2.904 -0.02 -0.02 0.02
H -8.094 -0.082 -3.164 0.01 -0.01 0.01
O -2.291 -2.100 0.483 -0.04 -0.03 -0.08
C -0.598 -0.083 -4.889 0.01 -0.02 0.05
H 3.111 -1.477 -3.802 0.00 0.03 -0.01
O 0.517 0.233 1.807 -0.01 0.12 0.06
H 6.480 1.609 -5.100 -0.02 0.00 0.00
H 2.294 1.782 4.280 0.01 -0.01 -0.01
C -5.055 -1.463 -3.602 0.01 -0.01 -0.01
H -0.816 5.729 -2.260 0.00 -0.01 0.01
C -2.204 0.673 0.875 -0.03 -0.17 -0.18
C 2.204 0.407 -3.334 0.02 -0.04 -0.18
H -5.817 2.657 -3.313 0.00 0.00 -0.01
Cl -0.434 -5.129 3.900 0.00 0.03 0.00
H -2.436 -0.117 1.579 -0.02 0.02 -0.02
C -0.119 -3.570 3.263 -0.05 0.03 0.16
H -7.373 -0.688 -4.661 0.01 0.00 0.01
N 4.672 2.328 3.658 0.02 0.00 -0.04
C 3.388 2.376 -3.951 0.01 0.02 0.00
H 5.838 3.200 -4.674 -0.01 -0.01 0.00
```
Forces are in eV/Å.

Calculated atomic charges, method Mulliken, unit e:
1 C -1.334
2 C -0.751
3 C 1.312
4 C 0.330
5 S 0.700
6 Cl -0.158
7 H 0.252
8 C -0.536
9 C -0.838
10 H 0.362
11 C -1.743
12 Au 2.389
13 C 0.762
14 H 0.547
15 H 0.623
16 C 0.318
17 H 0.518
18 Cl -0.204
19 C -0.755
20 N -0.221
21 H 0.466
22 C -1.547
23 H 0.424
24 H 0.467
25 C 0.637
26 C -0.070
27 O -0.763
28 S 1.783
29 C 0.731
30 Cl -0.168
31 C -0.964
32 H 0.417
33 C 0.368
34 H 0.401
35 H 0.376
36 H 0.394
37 H 0.544
38 H 0.291
39 H 0.424
40 C -0.795
41 C -0.030
42 N -0.768
43 C 0.002
44 C 0.826
45 C 0.572
46 H 0.515
47 C -0.768
48 C -0.967
49 C -0.986
50 C -0.969
51 C -0.983
52 C -1.180
53 C -0.445
54 H 0.197
55 C -0.932
56 C 0.699
57 O -0.759
58 C 0.651
59 H 0.416
60 N -0.773
61 C -0.490
62 C 1.006
63 C -0.301
64 H 0.428
65 H -0.076
66 H 0.452
67 C 1.496
68 C 0.836
69 H 0.391
70 O -0.714
71 C -1.402
72 H 0.588
73 O -0.763
74 H 0.391
75 H 0.240
76 C -0.690
77 H 0.470
78 C -0.863
79 C -0.134
80 H 0.475
81 Cl -0.174
82 H 0.728
83 C 0.354
84 H 0.375
85 N -0.368
86 C -0.947
87 H 0.385

no.,electronic energy (eV)
1,-203934.015
2,-133637.308